(1)
{"formula": "C4H8N", "method": "ωB97M-V/def2-TZVPD", "charge": 1, "orbital_gap_ev": 8.783, "fmax_ev_per_a": 7.245, "homo_ev": -14.53, "de_lowest_kj_mol": 309.76, "symbols": ["C", "C", "C", "C", "N", "H", "H", "H", "H", "H", "H", "H", "H"], "positions_angstrom": [[-0.45562, 0.81404, -0.55041], [0.50065, 1.15275, 0.36040], [1.46119, 1.33389, 1.09823], [-0.88700, -0.81158, -0.01313], [-0.35134, -1.81764, -0.57402], [-1.34393, 1.42937, -0.46510], [1.99512, 0.70158, 1.72756], [1.84174, 2.26323, 1.36454], [-1.93097, -0.84594, -0.26706], [-0.84246, -0.87024, 1.02414], [-0.33882, -1.90974, -1.55924], [-0.23273, 0.71588, -1.68534], [0.58415, -2.15559, -0.46058]], "forces_ev_per_angstrom": [[-0.16, 0.28, -1.94], [-2.27, -0.81, -3.20], [1.83, 0.39, 2.00], [-3.18, 3.00, 1.46], [4.21, -4.69, -3.57], [-0.47, -0.28, 0.39], [0.45, -2.03, 0.93], [0.48, 2.32, -0.29], [-0.65, 0.97, -0.18], [0.35, 0.47, 1.92], [-1.51, 0.10, -1.39], [0.27, 0.20, 2.11], [0.64, 0.07, 1.76]], "mulliken_charge": [-0.18, 0.32, -0.72, -0.61, -0.40, 0.31, 0.32, 0.33, 0.34, 0.48, 0.25, 0.32, 0.25]}

(2)
{"formula": "C31H26AsBr2IrNOS3SbSe", "method": "ωB97M-V/def2-TZVPD", "charge": -2, "spin_multiplicity": 5, "orbital_gap_ev": [4.360, 5.243], "fmax_ev_per_a": 0.516, "homo_ev": [-0.55, -1.43], "de_lowest_kj_mol": 239.46, "symbols": ["Ir", "Br", "C", "Br", "H", "H", "S", "Sb", "S", "S", "O", "As", "C", "C", "C", "C", "C", "C", "C", "C", "C", "C", "C", "C", "C", "C", "C", "C", "C", "C", "H", "H", "H", "H", "H", "H", "H", "H", "H", "H", "H", "H", "H", "H", "H", "Se", "C", "C", "C", "N", "C", "C", "H", "H", "H", "H", "C", "C", "C", "C", "C", "C", "C", "H", "H", "H", "H", "H"], "positions_angstrom": [[0.35513, -0.02510, -0.91046], [-1.71892, -2.23818, -0.20171], [-1.17140, -2.29693, 1.63832], [0.65957, -1.71092, 1.87144], [-1.22845, -3.31900, 1.98904], [-1.79310, -1.61608, 2.20914], [0.04572, -4.32902, -3.61148], [0.68241, -2.15394, -3.95971], [1.88272, -1.46087, -1.90435], [-1.46241, -0.86161, -3.36181], [1.46460, 1.42718, 0.40140], [1.27675, 3.03337, 0.74139], [-0.45923, 3.82162, 0.63386], [-1.46251, 3.21232, -0.10839], [-2.68478, 3.84975, -0.23988], [-2.90833, 5.06830, 0.38641], [-1.91298, 5.66170, 1.14837], [-0.67917, 5.03764, 1.27110], [2.44816, 4.01462, -0.43433], [3.33741, 3.27413, -1.20388], [4.18080, 3.92681, -2.09301], [4.13471, 5.30910, -2.20802], [3.24147, 6.04553, -1.43997], [2.39241, 5.39810, -0.55458], [1.90265, 3.37106, 2.52420], [1.02320, 3.09232, 3.56547], [1.45373, 3.23147, 4.87627], [2.75415, 3.64083, 5.14158], [3.63312, 3.90263, 4.09907], [3.20958, 3.76208, 2.78450], [-1.30107, 2.24155, -0.56039], [-3.46715, 3.37400, -0.81645], [-3.87742, 5.54535, 0.30814], [-2.10353, 6.59370, 1.66514], [0.09417, 5.48680, 1.88553], [3.33431, 2.19206, -1.12316], [4.85989, 3.35037, -2.70798], [4.78570, 5.81488, -2.91066], [3.19400, 7.12257, -1.54346], [1.67449, 5.96808, 0.02342], [0.02400, 2.72721, 3.33927], [0.77485, 3.00414, 5.68890], [3.08921, 3.74520, 6.16669], [4.65034, 4.20989, 4.30871], [3.89168, 3.96314, 1.96614], [-2.06105, 1.06511, 2.51091], [-3.05377, 2.53348, 3.13669], [-4.32392, 2.83884, 2.61376], [-5.01396, 3.95467, 3.04329], [-4.56761, 4.82335, 3.95809], [-3.37114, 4.52870, 4.47319], [-2.60461, 3.43386, 4.11776], [-4.75223, 2.19556, 1.85530], [-5.99117, 4.17532, 2.61951], [-2.99612, 5.21949, 5.22555], [-1.65458, 3.27546, 4.61220], [-0.72580, 0.50029, -2.54948], [-0.90484, 1.82218, -3.08786], [0.06824, 2.81603, -2.83641], [-0.07032, 4.11345, -3.28975], [-1.19776, 4.48844, -4.01658], [-2.16478, 3.52301, -4.29539], [-2.02182, 2.21920, -3.85761], [0.94816, 2.51592, -2.28047], [0.70707, 4.83979, -3.07334], [-1.32106, 5.50856, -4.36029], [-3.04849, 3.79813, -4.86210], [-2.78011, 1.48038, -4.08497]], "forces_ev_per_angstrom": [[0.04, 0.16, -0.49], [-0.06, -0.07, 0.06], [0.01, 0.02, 0.03], [-0.04, 0.02, 0.03], [-0.01, 0.00, -0.01], [-0.02, -0.01, -0.01], [0.04, 0.08, -0.02], [0.02, -0.05, 0.06], [0.05, -0.09, 0.02], [0.00, 0.06, 0.12], [0.10, -0.08, 0.05], [-0.04, -0.03, 0.08], [0.00, 0.03, -0.06], [0.01, -0.01, 0.04], [-0.03, 0.02, 0.01], [-0.01, -0.02, -0.02], [0.02, 0.01, 0.00], [0.00, 0.01, 0.02], [0.01, -0.02, -0.04], [-0.01, -0.01, 0.00], [0.00, 0.01, -0.01], [0.00, -0.01, 0.00], [0.00, 0.01, 0.00], [0.01, 0.00, 0.02], [-0.02, -0.07, 0.05], [0.04, -0.01, -0.02], [0.02, 0.00, 0.00], [-0.01, -0.01, 0.01], [0.01, 0.00, -0.01], [-0.03, 0.11, -0.03], [0.00, 0.00, 0.01], [0.00, 0.00, 0.00], [0.00, 0.00, -0.01], [0.00, -0.01, 0.01], [-0.01, 0.00, 0.01], [0.00, 0.00, 0.00], [0.00, 0.00, 0.00], [0.00, 0.00, 0.00], [0.00, 0.00, 0.00], [0.00, 0.00, -0.01], [0.00, -0.04, 0.03], [0.00, 0.00, 0.00], [0.00, 0.00, 0.00], [0.00, 0.00, 0.00], [0.00, -0.01, 0.00], [0.11, 0.04, 0.27], [-0.15, 0.01, -0.11], [0.01, 0.03, 0.00], [0.00, -0.01, -0.01], [0.00, 0.01, 0.00], [0.01, -0.01, 0.00], [-0.02, -0.02, 0.03], [0.00, 0.00, 0.00], [0.00, 0.00, 0.00], [0.00, 0.00, 0.00], [0.01, -0.01, -0.02], [-0.08, -0.06, -0.11], [0.03, 0.01, 0.04], [-0.03, 0.02, 0.05], [0.01, -0.01, 0.00], [0.00, 0.00, 0.00], [0.00, 0.00, 0.00], [0.02, -0.02, -0.06], [0.01, 0.01, -0.01], [0.00, 0.00, 0.01], [0.00, 0.00, 0.00], [0.00, 0.00, 0.00], [0.00, 0.00, 0.00]], "mulliken_spin": [2.20, 0.04, 0.01, 0.02, 0.00, 0.00, 0.04, 0.10, 0.44, 0.10, 0.00, 0.02, -0.10, 0.01, 0.04, 0.00, 0.00, 0.00, 0.00, -0.01, 0.00, 0.00, 0.00, 0.00, 0.01, 0.00, 0.00, 0.00, 0.00, 0.00, 0.12, 0.00, 0.00, 0.00, 0.00, 0.01, 0.00, 0.00, 0.00, 0.00, 0.00, 0.00, 0.00, 0.00, 0.00, 0.00, 0.00, 0.00, 0.00, 0.00, 0.00, 0.00, 0.00, 0.00, 0.00, 0.00, 0.65, 0.00, 0.12, -0.09, 0.17, -0.08, 0.15, 0.01, -0.01, 0.02, 0.00, 0.02]}